[1]
The following is a quantum chemistry calculation of a cluster of 12 separate species, C28H83N7O19 in total in a non-equilibrium geometry, from the Open Molecules 2025 dataset.

Computed properties:
Molecular weight ... 822.0 g/mol
Gap between HOMO and LUMO ... 0.3566 Ha
Relative energy (zero: lowest compared OMol25 entry of this formula, charge and spin) ... 0.0 kJ/mol
Maximum force ... 3.31 eV/Å
Total charge ... 0
SMILES string ... COC[C@H](C)N.COC[C@H](C)N.COC[C@H](C)N.NC(N)=O.NC(N)=O.OCCO.OCCO.OCCO.OCCO.OCCO.OCCO.OCCO

Each line ends with the Mulliken charge.
CARTESIAN COORDINATES (ANGSTROEM)
C 4.99581 -0.43535 2.39071  0.13
C 5.15575 -1.59329 3.36110  -0.94
O 4.21839 -2.67799 3.08763  -0.63
O 5.76289 -0.61263 1.20899  -0.57
H 5.34931 0.47103 2.82079  0.59
H 3.90921 -0.32599 2.20603  -0.24
H 4.94563 -1.22537 4.34607  0.43
H 6.13700 -2.06360 3.31760  0.36
H 3.38012 -2.38265 3.51575  0.37
H 5.50555 -1.41721 0.71297  0.46
C 0.99266 0.32915 -1.27830  0.43
C -0.41575 0.24371 -0.71952  1.30
O -0.38795 0.98010 0.45172  0.94
O 1.24315 1.72166 -1.57800  -0.58
H 1.03449 -0.40682 -2.16267  -0.09
H 1.71564 0.01221 -0.56510  -0.14
H -0.67091 -0.91298 -0.63533  -1.20
H -1.21361 0.64094 -1.41162  -0.49
H -1.28619 1.03431 0.79539  -0.46
H 2.15745 1.84022 -1.84512  0.27
C -2.15157 -0.22146 5.12760  -0.54
C -1.34897 0.57353 6.12358  -0.43
O -1.50866 1.94230 5.65354  -0.62
O -1.87054 0.19939 3.80599  -0.09
H -3.20598 -0.05777 5.40149  0.32
H -1.95450 -1.31016 5.21587  0.34
H -0.30933 0.26412 6.07051  0.16
H -1.71677 0.45733 7.09118  0.43
H -0.62046 2.35196 5.48124  0.34
H -2.00541 1.12628 4.02621  0.09
C -2.15347 -3.05215 2.90106  -0.78
C -2.10372 -2.40027 1.57001  2.37
O -3.30143 -2.74748 0.82581  -0.81
O -3.28139 -2.75193 3.62546  -0.53
H -1.24450 -2.73725 3.46570  0.06
H -1.96914 -4.15202 2.75016  0.38
H -1.19649 -2.52019 1.02221  -0.94
H -2.23509 -1.32365 1.67460  -0.59
H -3.03428 -3.07528 -0.05265  0.46
H -4.03714 -2.97641 3.03680  0.40
C 6.06125 1.42975 -0.99525  -0.59
C 4.72888 0.70656 -1.21392  0.94
O 4.03085 1.54329 -2.17785  -0.57
O 6.62734 1.79350 -2.29668  -0.58
H 6.69670 0.73555 -0.41718  0.36
H 5.92724 2.31910 -0.36709  0.31
H 4.22722 0.66783 -0.23921  -0.47
H 4.86197 -0.34064 -1.48467  -0.17
H 4.69913 2.11054 -2.64324  0.39
H 7.04953 1.01838 -2.68157  0.32
C -0.13768 6.18708 -0.30536  -0.69
C 0.07030 4.83355 -1.00893  -0.48
O -0.02411 3.69613 -0.07757  -0.04
O -1.20184 6.23873 0.54936  -0.52
H -0.21621 6.95583 -1.09022  0.39
H 0.79276 6.25512 0.22595  0.34
H 0.96848 4.66613 -1.58397  0.45
H -0.74348 4.80009 -1.73585  0.18
H 0.32901 2.95847 -0.57701  0.03
H -0.96843 6.00618 1.46717  0.32
C -1.08057 -5.39448 -1.66198  -1.25
C -0.61778 -3.98657 -1.45337  0.77
O -1.66530 -3.01519 -1.25076  0.52
O -1.89739 -5.64233 -2.74711  -0.60
H -1.50993 -5.79612 -0.67804  0.28
H -0.14752 -6.00714 -1.70138  0.45
H -0.11351 -3.69349 -2.34828  -0.24
H 0.09030 -3.96476 -0.67122  0.11
H -1.76222 -2.45884 -2.07920  -0.25
H -2.60410 -4.98833 -2.75454  0.31
C 1.66477 -0.47969 3.71232  0.39
O 2.11657 -1.43712 4.32358  -0.95
N 1.64875 0.82779 4.11847  0.08
N 0.98401 -0.68024 2.54188  1.84
H 0.98810 1.49002 3.69964  -0.14
H 2.11326 1.00933 4.97768  0.29
H 0.85324 -1.58669 2.05284  -0.44
H 0.44685 0.07172 2.09589  -0.84
C 0.49059 3.63070 3.26088  -0.11
O 0.48884 3.61454 4.46948  -0.72
N -0.60840 3.07707 2.58660  0.61
N 1.50986 4.04638 2.45558  -0.23
H -1.46504 3.30523 3.05686  0.26
H -0.56781 3.24908 1.58153  -0.31
H 2.42776 4.09662 2.98839  0.26
H 1.39564 3.96937 1.42230  0.23
C 2.32243 -3.06392 0.50185  0.95
C 3.39605 -3.65259 -0.39210  0.19
C 3.31429 -3.03276 -1.82644  -0.73
O 2.26287 -3.63638 -2.52208  -0.31
C 2.26230 -3.44700 -3.91273  -0.96
N 4.76794 -3.20071 0.16771  -0.46
H 2.55571 -2.12889 1.02721  -0.48
H 2.01194 -3.90619 1.13017  0.58
H 1.46090 -2.77784 -0.16422  -1.14
H 3.33991 -4.76349 -0.48218  0.31
H 4.25528 -3.22224 -2.39772  0.59
H 3.14789 -2.00452 -1.71176  0.07
H 1.22756 -3.25156 -4.35206  0.16
H 2.77462 -4.21984 -4.40433  0.36
H 2.76991 -2.55376 -4.16844  0.46
H 5.57772 -3.77868 -0.20548  0.18
H 4.80798 -3.17151 1.15532  0.25
C -5.29931 1.11399 -0.78540  -1.69
C -4.00302 1.75815 -0.42402  1.91
C -4.00252 3.25967 -0.08253  -0.70
O -3.94418 3.98986 -1.33776  -0.21
C -4.15597 5.37335 -1.21819  -0.70
N -3.52575 1.03464 0.77001  -0.41
H -5.10669 0.02811 -0.83918  0.48
H -5.57197 1.47813 -1.78517  0.41
H -6.15710 1.40381 -0.23055  0.37
H -3.31626 1.64546 -1.23699  -1.15
H -3.16165 3.55043 0.56370  0.21
H -5.05223 3.43267 0.30883  0.33
H -3.40402 5.87557 -0.49466  0.17
H -5.19540 5.70025 -0.93258  0.29
H -4.01445 5.77927 -2.26204  0.23
H -4.01164 0.14194 0.74869  0.15
H -3.81128 1.45808 1.65239  0.16
C -3.49472 -2.67475 -4.25015  -1.49
C -2.47500 -1.58197 -4.65691  0.59
C -3.20012 -0.21541 -4.70743  -0.42
O -2.42834 0.71014 -5.34324  -0.41
C -2.74141 2.00034 -4.81854  -0.48
N -1.39114 -1.49982 -3.70653  -0.38
H -4.34552 -2.57282 -4.90960  0.53
H -3.81741 -2.50124 -3.26484  0.28
H -3.12632 -3.68763 -4.30825  0.22
H -2.00779 -1.91575 -5.57389  0.40
H -3.49698 0.09259 -3.66856  -0.12
H -4.21039 -0.20446 -5.16528  0.46
H -3.82914 2.09998 -5.05644  0.32
H -2.11638 2.75965 -5.33163  0.29
H -2.57331 2.09722 -3.74974  0.09
H -0.87996 -0.60712 -3.72597  0.20
H -0.62564 -2.15688 -3.80069  -0.11

***

[2]
The following is a quantum chemistry calculation of a cluster of 14 separate species, C28H84O14 in total in a non-equilibrium geometry, from the Open Molecules 2025 dataset.

Computed properties:
Molecular weight ... 645.0 g/mol
Gap between HOMO and LUMO ... 0.3519 Ha
Relative energy (zero: lowest compared OMol25 entry of this formula, charge and spin) ... 223.4 kJ/mol
Maximum force ... 3.49 eV/Å
Total charge ... 0

Each line ends with the Mulliken charge.
CARTESIAN COORDINATES (ANGSTROEM)
C -23.72327 11.57698 12.02178  -1.20
C -22.62463 10.88577 12.85248  0.44
O -22.52917 11.54647 14.06043  -0.53
H -23.43438 12.60178 11.78850  0.38
H -24.65420 11.71050 12.57283  0.35
H -23.89122 10.97909 11.12601  0.25
H -21.65390 10.81816 12.36136  -0.24
H -22.92031 9.87003 13.11508  0.21
H -22.26984 12.44127 13.82870  0.34
C -19.94296 9.71416 15.08895  0.69
C -20.45495 8.32250 15.42876  -0.59
O -19.98149 7.38324 14.53825  -0.33
H -20.39156 10.07451 14.16321  -0.42
H -18.86805 9.81811 14.94114  -0.67
H -20.10214 10.39445 15.92559  0.47
H -21.54247 8.28476 15.36564  0.37
H -20.18077 8.01169 16.43689  0.34
H -20.60623 6.65551 14.57945  0.19
C -21.67610 6.04722 10.12843  -0.80
C -22.26979 7.31714 9.54437  -0.40
O -21.26079 8.37320 9.59827  0.12
H -21.17887 6.23887 11.07930  0.07
H -20.97559 5.66153 9.38772  0.16
H -22.50273 5.35282 10.27868  0.43
H -23.14421 7.53337 10.15818  0.43
H -22.65230 7.21008 8.52933  0.32
H -21.65313 9.23270 9.42820  -0.09
C -16.39156 9.69864 7.50556  -1.09
C -15.32772 9.95097 8.57065  0.05
O -15.78812 10.97720 9.40982  -0.54
H -16.29786 10.43505 6.70741  0.47
H -17.39904 9.52826 7.88509  -0.04
H -16.14503 8.85286 6.86370  0.43
H -14.40441 10.33314 8.13528  0.33
H -15.16307 9.04841 9.15917  -0.14
H -16.03489 10.55458 10.23572  0.31
C -13.01877 8.61280 15.28560  -0.98
C -14.33991 9.33151 15.62916  0.62
O -13.93265 10.46846 16.38546  -0.60
H -13.27116 7.67738 14.78620  0.03
H -12.44840 8.28167 16.15343  0.53
H -12.32297 9.16560 14.65444  0.21
H -14.98325 8.74176 16.28215  0.42
H -14.94780 9.65441 14.78399  -0.59
H -13.38483 10.13729 17.10086  0.32
C -16.80638 13.80080 11.60751  -1.20
C -15.31306 13.72943 12.08181  0.48
O -15.06619 14.80657 12.94931  -0.63
H -16.93632 14.76221 11.11061  0.44
H -17.55022 13.78187 12.40403  0.27
H -17.05417 13.05315 10.85404  0.17
H -14.62888 13.81826 11.23795  0.47
H -15.06955 12.73184 12.44735  -0.36
H -14.26095 14.70994 13.46297  0.33
C -18.49381 8.95732 11.56660  0.17
C -17.65097 9.86789 12.42549  -0.10
O -16.37446 9.94920 11.86112  0.98
H -18.32963 7.91514 11.84044  -0.24
H -18.26721 9.16237 10.52031  -0.34
H -19.54723 9.11186 11.80010  0.33
H -17.49462 9.43694 13.41440  -0.30
H -18.14357 10.83888 12.47642  0.39
H -15.92064 9.12079 12.03251  -0.70
C -19.63593 6.80366 5.55458  -1.64
C -19.69286 7.84727 6.67306  0.28
O -19.10465 7.33580 7.79439  -0.12
H -20.17900 5.91672 5.88096  0.35
H -18.60339 6.50953 5.36630  0.31
H -20.11026 7.08959 4.61579  0.41
H -20.70366 8.21727 6.84479  0.23
H -19.20794 8.70625 6.20927  0.25
H -19.71063 7.60089 8.49017  -0.11
C -12.83494 10.88784 12.67930  -0.27
C -12.18560 11.93862 11.74407  -0.59
O -10.83107 11.99315 12.06736  -0.57
H -12.37947 9.90171 12.58876  0.24
H -13.87802 10.70727 12.41952  -0.33
H -12.86554 11.20060 13.72301  0.62
H -12.71351 12.88658 11.84805  0.26
H -12.27076 11.64700 10.69727  0.20
H -10.81236 12.29090 12.97982  0.36
C -20.27402 11.42911 8.94230  -0.37
C -21.66393 11.71645 8.36711  -0.45
O -22.47894 10.59873 8.73033  -0.48
H -19.56722 12.16870 8.56609  0.48
H -19.95586 10.46710 8.54052  -0.24
H -20.22932 11.42455 10.03137  0.03
H -21.69630 11.86407 7.28763  0.37
H -22.04011 12.67115 8.73468  0.35
H -23.35879 10.75237 8.37840  0.21
C -17.52586 5.14864 9.92292  -0.04
C -17.71893 4.19227 8.77637  -0.59
O -18.81800 4.54108 8.01993  -0.49
H -18.39302 5.18948 10.58206  0.03
H -17.39012 6.17672 9.58715  -0.05
H -16.61670 4.88331 10.46249  0.26
H -17.79697 3.16865 9.14270  0.37
H -16.86403 4.21139 8.10043  0.28
H -18.74519 5.48747 7.87623  0.26
C -13.51992 7.67981 11.17130  -1.32
C -14.79742 6.92039 11.55731  0.52
O -15.25079 7.52058 12.74849  0.16
H -13.74958 8.72641 10.97131  0.08
H -12.95810 7.22359 10.35624  0.48
H -12.78132 7.61561 11.97033  0.35
H -14.56605 5.86424 11.69553  0.46
H -15.60308 7.00518 10.82803  -0.41
H -15.95701 6.98254 13.11369  -0.16
C -16.71430 12.19931 15.12531  0.01
C -17.18481 11.70578 16.54739  -0.58
O -16.14002 11.96693 17.43967  -0.64
H -15.85293 11.61535 14.80108  -0.18
H -16.49553 13.26704 15.11158  0.38
H -17.57364 12.02504 14.47780  0.02
H -17.35251 10.62946 16.50826  0.22
H -18.15100 12.12529 16.82774  0.42
H -15.35520 11.45778 17.22419  0.44
C -16.36096 4.45981 13.86813  -1.20
C -17.65914 5.15316 14.25738  -0.17
O -17.37039 6.50367 13.97672  -0.34
H -15.58223 4.77013 14.56482  0.30
H -15.93155 4.72136 12.90102  0.05
H -16.37011 3.37005 13.88887  0.40
H -17.81052 5.07177 15.33374  0.32
H -18.49764 4.70680 13.72279  0.32
H -18.22175 6.91668 14.13860  0.08

***

- The lowest maximum force belongs to which entry?
  C28H83N7O19